Entry 1:
This record from the OMol25 dataset describes 3 unconnected molecules or ions with the total composition C19H39Cl2FO5Si2. The level of theory is wB97M-V/def2-TZVPD.

Geometry as XYZ:
```
68
Properties=species:S:1:pos:R:3
C -1.022 -0.213 -0.002
C -4.284 -5.388 2.100
H 4.132 4.181 0.100
C -5.059 -6.950 -0.411
C 5.110 3.833 -0.226
O 5.514 4.792 -1.215
C 1.122 5.125 0.126
C -0.351 5.193 0.467
H -4.123 -2.563 -0.715
H -2.602 2.024 0.814
H -3.033 -2.972 0.603
H 4.958 2.853 -0.677
H 0.626 4.088 -2.156
H -0.517 4.849 1.488
H -0.949 4.579 -0.205
H 8.081 3.349 -1.613
C -2.075 -2.847 -1.370
H -1.695 -3.793 -1.768
C 7.151 3.195 -2.162
O 6.615 5.342 -3.027
H -1.403 1.575 2.045
H 5.676 3.095 1.704
Si -0.614 -1.933 -0.654
H 7.404 2.937 -3.186
H -2.201 -0.862 1.700
H 6.612 2.374 -1.699
Si -4.794 -5.252 0.308
C 1.585 2.841 -0.629
C 0.208 -2.937 0.716
H 1.147 2.469 -2.661
H -4.441 -7.686 0.110
H -4.802 -6.984 -1.472
H -6.654 -4.093 -0.847
C 0.723 3.052 -1.849
H 0.385 -1.744 -1.736
O -3.587 -4.558 -0.594
C 6.063 3.779 0.948
H 7.053 3.434 0.650
C 1.362 -2.582 1.276
O 2.207 1.829 -0.441
H 1.703 5.742 0.809
H -1.200 0.427 -0.876
H 1.328 5.480 -0.884
F -3.380 -0.310 0.178
C 6.406 4.509 -2.189
C -2.210 -0.076 0.934
H 3.196 -1.525 1.043
Cl -0.599 -4.394 1.206
C 2.128 -1.331 0.952
H -3.273 -5.794 2.198
H -4.325 -4.434 2.632
H -0.130 0.182 0.498
H -3.130 1.285 2.337
H -4.973 -6.076 2.604
H -2.422 -2.268 -2.234
Cl 2.101 -3.541 2.520
O 1.663 3.806 0.311
H -6.183 -3.213 0.611
C -6.343 -4.213 0.196
H -0.702 6.223 0.388
C -3.260 -3.181 -0.451
C -2.346 1.284 1.578
H 6.167 4.769 1.394
H 1.922 -0.975 -0.059
H 1.878 -0.533 1.657
H -6.104 -7.256 -0.305
H -0.273 2.666 -1.633
H -7.164 -4.681 0.746
```

Computed properties:
Structure (SMILES): C/C(Cl)=C(/Cl)[Si@@H](CCO[Si](C)(C)C)C[C@@H](C)F.CCOC(C)=O.CCOC(C)=O
Energy: -2722.8785 a.u.
Gap between HOMO and LUMO: 9.50 eV
Energy relative to the best compared isomer or geometry (same formula, charge and spin): 0.00 kJ/mol
2S+1: 1
Charge: 0

***

Entry 2:
This record from the OMol25 dataset describes a single CH3Cl2FN2OS2 molecule. The level of theory is wB97M-V/def2-TZVPD.

Geometry as XYZ:
```
12
Properties=species:S:1:pos:R:3
H 1.079 -0.854 0.757
Cl 0.888 2.417 0.213
H -0.486 -0.703 -0.106
C 0.300 -0.126 0.392
S -1.179 3.814 -0.378
F -1.176 2.263 -4.132
N -0.886 3.243 -3.145
N 0.792 0.927 -0.384
S -1.731 2.458 -1.756
H 0.043 0.355 1.378
O -3.111 2.745 -2.139
Cl 0.845 3.537 -3.107
```

Computed properties:
Energy: -2040.9672 a.u.
Gap between HOMO and LUMO (spin up / spin down): 6.52 / 6.52 eV
Energy relative to the best compared isomer or geometry (same formula, charge and spin): 615.94 kJ/mol
2S+1: 1
Charge: 0

***

Entry 3:
This record from the OMol25 dataset describes 2 unconnected molecules or ions with the total composition C9H13O2. The level of theory is wB97M-V/def2-TZVPD.

Geometry as XYZ:
```
24
Properties=species:S:1:pos:R:3
H -2.060 0.025 1.336
C 1.809 -0.599 -0.064
H -2.081 1.204 -2.150
O -2.800 0.575 1.823
C -0.998 1.963 -0.429
C 1.092 0.589 -0.337
H 1.214 -3.765 1.004
H -0.555 2.025 -2.552
H 2.425 -3.302 -0.213
H -3.108 0.013 2.552
C 1.894 -2.973 0.689
H -1.972 2.972 -2.079
H -0.792 -2.453 1.108
C -0.242 -1.576 0.753
H 2.635 -2.824 1.483
C -0.847 -0.349 0.622
C 1.138 -1.707 0.446
H -0.362 2.827 -0.209
O 1.681 1.702 -0.850
C -0.279 0.709 -0.041
H 2.634 1.538 -0.950
H 2.886 -0.641 -0.257
C -1.427 2.042 -1.894
H -1.886 2.003 0.211
```

Computed properties:
Energy: -501.1227 a.u.
Gap between HOMO and LUMO (spin up / spin down): 9.19 / 7.29 eV
Energy relative to the best compared isomer or geometry (same formula, charge and spin): 174.59 kJ/mol
2S+1: 2
Charge: 0

***

Entry 4:
This record from the OMol25 dataset describes a molecular structure, C26H30N4O3S3SbW. The level of theory is wB97M-V/def2-TZVPD.

Geometry as XYZ:
```
68
Properties=species:S:1:pos:R:3
C -0.353 -4.709 0.082
H -2.076 2.675 -0.904
O 0.602 0.448 1.956
H -3.035 1.699 1.977
H 0.938 -5.962 -1.113
W 0.427 0.654 -0.003
C -2.897 0.995 -2.854
H 2.371 3.838 -2.078
H -3.642 -0.114 3.492
H -4.701 1.276 -3.920
C 0.627 3.649 -0.013
C -2.091 1.198 1.755
S 4.927 -1.807 -0.867
C -0.299 -0.073 2.784
O -0.460 -1.122 0.182
C 1.240 -3.890 -1.500
C -1.677 0.185 2.663
H 1.095 3.195 0.866
O -0.964 0.631 -1.699
C -4.310 -0.543 -1.103
C -0.834 3.992 0.273
H -2.361 -0.786 -0.144
N 1.353 -0.234 -1.796
C 0.146 -0.834 3.872
C -1.855 2.866 0.141
C -0.728 -3.425 0.414
C 0.642 -4.951 -0.870
H 3.178 2.184 -3.414
H -2.253 1.562 -3.509
C -0.090 -2.336 -0.192
H -0.832 -5.541 0.582
H -0.409 -1.993 5.561
C -0.769 -1.385 4.741
H 0.502 2.853 -3.248
H 1.207 -0.994 3.983
H 2.435 -0.035 -3.573
H -1.469 -3.231 1.179
C 2.285 2.868 -1.578
N 0.850 2.724 -1.166
C 1.483 -1.507 -1.961
H -0.863 4.391 1.288
H -1.164 4.801 -0.381
H 2.006 -4.062 -2.247
C -2.590 -0.355 3.588
C -2.144 -1.167 4.600
H 0.191 4.334 -2.354
H -0.961 2.987 -2.290
H 2.886 2.936 -0.676
C 2.823 1.745 -2.479
C 1.887 0.610 -2.883
Sb 3.502 -1.336 0.759
H 2.139 -1.863 -2.757
S 2.858 0.884 0.574
H -6.030 -0.126 -2.312
H 1.169 4.583 -0.201
C -4.971 0.035 -2.168
H -2.788 3.187 0.610
N -1.392 1.624 0.756
C -2.951 -0.341 -0.930
C 0.884 -2.563 -1.185
C 0.086 3.246 -2.326
N -2.273 0.431 -1.797
H -4.825 -1.174 -0.393
H 3.692 1.300 -1.995
C -4.240 0.813 -3.060
H 1.017 0.976 -3.430
H -2.840 -1.601 5.303
S 2.533 -2.698 2.190
```

Computed properties:
Energy: -2955.2010 a.u.
Gap between HOMO and LUMO (spin up / spin down): 6.60 / 6.55 eV
Energy relative to the best compared isomer or geometry (same formula, charge and spin): 0.00 kJ/mol
2S+1: 1
Charge: +1

***

Entry 5:
This record from the OMol25 dataset describes a molecular structure, C4H12N4. The level of theory is wB97M-V/def2-TZVPD.

Geometry as XYZ:
```
20
Properties=species:S:1:pos:R:3
H 2.635 1.457 -0.092
C 1.423 -1.228 0.591
H -0.822 2.445 0.016
H -2.925 -0.311 0.965
N 0.831 0.530 0.335
H -2.185 1.493 -0.264
C -0.481 0.422 0.060
H 2.092 -1.480 -1.292
C -2.446 -0.913 0.176
H -2.934 -0.663 -0.779
N -1.014 -0.767 0.122
H 1.308 1.987 -1.144
N 1.566 -1.951 -0.568
H 0.792 -1.715 1.322
H -2.671 -1.959 0.392
H 1.407 2.562 0.524
C 1.568 1.684 -0.121
H 2.350 -0.857 1.006
H 0.687 -2.305 -0.923
N -1.182 1.567 -0.324
```

Computed properties:
Energy: -378.5759 a.u.
Gap between HOMO and LUMO: 8.49 eV
Energy relative to the best compared isomer or geometry (same formula, charge and spin): 163.59 kJ/mol
2S+1: 1
Charge: 0

***

Entry 6:
This record from the OMol25 dataset describes 2 unconnected molecules or ions with the total composition C23H23N3O2. The level of theory is wB97M-V/def2-TZVPD.

Geometry as XYZ:
```
51
Properties=species:S:1:pos:R:3
H 4.803 0.190 1.804
C 2.716 0.339 2.364
H -5.015 0.245 2.395
H 2.619 1.351 1.993
H -4.998 -1.551 2.424
C -3.066 -2.976 1.428
C -0.820 -3.626 0.692
H 0.632 2.521 -1.662
H 1.290 5.805 2.377
C -2.199 -3.896 0.834
H 6.161 -1.727 2.230
C -0.886 -0.277 2.594
H 0.608 6.375 0.853
H 0.708 4.916 -0.796
C -0.270 -2.410 1.154
C -2.510 1.479 3.598
H -4.121 -3.222 1.581
C 0.462 1.692 0.317
C 5.364 -2.371 2.619
C 0.300 0.341 2.966
H 0.269 1.283 3.578
N 0.501 2.007 1.628
C 2.961 -2.301 3.247
C -4.541 -0.651 2.844
H -4.658 -0.634 3.937
N -3.114 -0.704 2.517
C -2.181 0.211 2.917
O 0.155 3.540 3.301
H 0.842 -2.285 3.544
C 0.346 3.255 2.119
H 5.237 -3.229 1.937
H -0.187 -4.358 0.171
C 0.469 5.664 1.671
C -2.494 -1.774 1.854
N 0.449 4.303 1.171
H 5.653 -2.763 3.604
C 1.583 -0.339 2.857
H -1.596 2.056 3.802
H -2.584 -4.864 0.471
C -1.111 -1.503 1.799
H 3.098 -3.335 3.594
C 3.942 -0.302 2.267
H 0.776 -2.141 0.983
H -3.066 1.339 4.534
H -0.462 5.920 2.172
C 4.081 -1.614 2.741
C 0.558 2.786 -0.623
C 0.592 4.041 -0.141
O 0.407 0.524 -0.104
C 1.718 -1.690 3.242
H -3.114 2.090 2.911
```

Computed properties:
Energy: -1204.9848 a.u.
Gap between HOMO and LUMO: 7.81 eV
Energy relative to the best compared isomer or geometry (same formula, charge and spin): 125.51 kJ/mol
2S+1: 1
Charge: 0

***

Among the records above, which one has the highest energy relative to the best compared isomer or geometry (same formula, charge and spin)?
CH3Cl2FN2OS2